16
Properties=species:S:1:pos:R:3 method="wB97M-V/def2-TZVPD" charge=-1 lumo_ev=2.6 multiplicity=1 homo_ev=-2.74
C 0.955 0.729 -0.189
N -0.139 1.269 0.640
C -1.433 0.991 -0.220
O -1.439 1.807 -1.433
O -2.222 0.196 0.371
C 0.855 -0.729 -0.592
C 0.203 -1.649 0.483
S 0.913 -1.390 2.135
H 1.735 0.602 0.572
H 1.219 1.425 -1.037
H -1.953 2.077 -0.316
H 1.847 -0.953 -0.869
H 0.123 -0.834 -1.575
H 0.342 -2.717 0.094
H -0.857 -1.561 0.409
H -0.148 0.740 1.526

=====

16
Properties=species:S:1:pos:R:3 method="wB97M-V/def2-TZVPD" charge=-1 lumo_ev=3.1 multiplicity=1 homo_ev=-4.10
C 0.366 -1.007 -1.200
C 0.127 -0.092 -0.004
C -0.704 -0.776 1.101
S 0.240 -2.058 2.035
N -0.360 1.142 -0.451
C 0.019 2.494 -0.077
O -0.398 3.330 -0.914
O 0.663 2.659 0.965
H 0.715 -2.028 -0.979
H -0.551 -1.105 -1.787
H 1.168 -0.524 -1.770
H 1.088 0.032 0.499
H -1.588 -1.299 0.745
H -1.068 -0.010 1.784
H 1.304 -1.981 1.231
H -1.021 1.222 -1.178

=====

16
Properties=species:S:1:pos:R:3 method="wB97M-V/def2-TZVPD" charge=-1 lumo_ev=4.2 multiplicity=1 homo_ev=-4.40
O -1.590 -2.123 -0.051
C -0.599 -1.667 0.456
C 0.675 -1.384 -0.303
C 1.752 -0.737 0.549
H -0.523 -1.503 1.549
H 0.397 -0.703 -1.106
H 0.994 -2.321 -0.738
H 1.324 0.136 1.034
H 2.541 -0.357 -0.106
H 2.215 -1.429 1.261
N -1.725 2.289 -0.901
C -0.720 1.647 -0.127
O -1.127 0.767 0.680
O 0.453 1.941 -0.422
H -2.650 2.277 -0.507
H -1.417 3.167 -1.267

=====

16
Properties=species:S:1:pos:R:3 method="wB97M-V/def2-TZVPD" charge=-1 lumo_ev=3.9 multiplicity=1 homo_ev=-4.63
C -1.954 -0.760 -1.193
C -1.525 0.480 -1.950
O -2.194 0.976 -2.846
N -0.342 0.965 -1.537
H 0.141 1.693 -2.037
H 0.192 0.465 -0.808
H -1.796 -1.621 -1.849
H -3.016 -0.671 -0.981
H -1.377 -0.898 -0.286
C 2.012 -1.597 2.323
C 1.503 -0.238 1.787
O 1.605 0.754 2.523
O 0.989 -0.284 0.625
H 2.240 -1.509 3.397
H 2.906 -1.982 1.828
H 1.208 -2.300 2.150

=====

16
Properties=species:S:1:pos:R:3 method="wB97M-V/def2-TZVPD" charge=-1 lumo_ev=3.7 multiplicity=1 homo_ev=-3.11
O 0.758 -0.590 -1.023
C 0.053 -0.455 0.006
C 0.731 -0.327 1.397
C 1.949 0.560 1.477
O 2.614 0.645 0.196
N -1.217 -0.238 0.008
C -2.047 -0.215 -1.242
O -3.065 0.569 -1.011
H -0.080 -0.141 2.243
H 1.055 -1.359 1.788
H 1.731 1.693 1.669
H 2.707 0.340 2.210
H 1.974 0.135 -0.424
H -1.802 -0.196 0.776
H -2.340 -1.302 -1.362
H -1.282 0.131 -2.077

=====

16
Properties=species:S:1:pos:R:3 method="wB97M-V/def2-TZVPD" charge=-1 lumo_ev=3.9 multiplicity=1 homo_ev=-4.19
N -1.254 -1.388 -0.552
C -0.133 -0.502 -0.182
C -0.086 -0.307 1.311
O 0.716 -1.378 1.900
C -0.263 0.810 -1.007
C 0.829 1.874 -0.594
O 1.883 1.425 -0.085
O 0.525 3.079 -0.770
H -1.453 -1.379 -1.542
H -1.233 -2.342 -0.221
H 0.787 -0.974 -0.532
H -0.951 -0.288 1.970
H 0.434 0.638 1.492
H 1.616 -1.119 1.735
H -1.265 1.203 -0.840
H -0.151 0.649 -2.083

=====

17
Properties=species:S:1:pos:R:3 method="wB97M-V/def2-TZVPD" charge=-1 lumo_ev=3.6 multiplicity=1 homo_ev=-5.03
C -1.957 -0.831 -0.529
C -1.617 0.514 -1.151
N -0.435 1.049 -0.822
C 0.563 0.384 0.000
C 1.682 1.410 0.341
O 1.776 2.378 -0.457
O 2.363 1.140 1.347
O -2.438 1.062 -1.884
H -2.806 -1.187 -1.099
H -1.189 -1.583 -0.491
H -2.430 -0.609 0.432
H -0.038 1.934 -1.141
H 1.010 -0.422 -0.569
H 0.188 0.047 0.970
H 2.195 -1.664 1.030
H 1.499 -1.482 2.356
O 1.635 -2.141 1.666

=====

15
Properties=species:S:1:pos:R:3 method="wB97M-V/def2-TZVPD" lumo_ev="1.0 / -1.8" s_squared=2.019 multiplicity=3 homo_ev="-4.99 / -9.69"
C -1.592 0.550 0.683
C -1.634 -0.744 0.376
C -0.360 1.423 0.712
C 0.705 0.922 -0.278
N 1.348 -1.671 -1.327
O 1.393 -1.263 1.298
P 0.774 -0.908 0.028
H -2.468 1.061 0.984
H -2.445 -1.455 0.394
H -0.813 2.374 0.458
H 0.098 1.507 1.758
H 0.300 1.085 -1.309
H 1.743 1.317 -0.329
H 1.014 -1.609 -2.274
H 1.936 -2.589 -1.174

=====

15
Properties=species:S:1:pos:R:3 method="wB97M-V/def2-TZVPD" charge=-1 lumo_ev=3.7 multiplicity=1 homo_ev=-2.69
C 0.147 1.669 0.846
N -0.847 0.693 0.451
C -0.458 -0.650 -0.049
C -0.753 -0.593 -1.565
O -1.851 -0.400 -2.022
C 1.007 -1.021 0.087
S 1.220 -2.768 -0.438
H -0.343 2.636 0.697
H 1.059 1.633 0.267
H 0.524 1.636 1.882
H -1.703 0.730 0.987
H -1.065 -1.446 0.377
H 0.125 -0.776 -2.221
H 1.287 -1.027 1.139
H 1.650 -0.317 -0.439

=====

15
Properties=species:S:1:pos:R:3 method="wB97M-V/def2-TZVPD" charge=-1 lumo_ev=4.0 multiplicity=1 homo_ev=-2.87
C -0.364 2.076 -0.265
N -0.600 0.914 0.703
C 0.628 0.296 0.849
O 1.503 0.544 1.653
C 0.789 -0.959 -0.065
C -0.399 -1.886 -0.044
S -1.620 -1.396 -1.408
H -0.242 1.518 -1.200
H -1.146 2.827 -0.194
H 0.681 2.430 -0.192
H -1.295 0.376 0.164
H 1.296 -0.748 -1.021
H 1.690 -1.432 0.347
H -1.003 -1.718 0.842
H 0.082 -2.841 -0.169

=====

15
Properties=species:S:1:pos:R:3 method="wB97M-V/def2-TZVPD" charge=+1 lumo_ev="-5.8 / -5.9" multiplicity=1 homo_ev="-11.74 / -11.73"
C -0.128 -0.491 -0.247
C 0.630 0.455 -1.183
C -1.399 -0.283 0.221
C 1.657 1.069 -0.313
N -2.140 -1.204 0.878
O 0.553 -1.646 -0.040
S 1.450 2.611 0.318
H 1.088 -0.153 -1.966
H -0.035 1.193 -1.625
H -1.842 0.693 0.091
H 2.481 0.464 0.026
H 0.212 -2.135 0.718
H -3.107 -1.000 1.072
H -1.888 -2.179 0.853
H 2.467 2.605 1.197

=====

15
Properties=species:S:1:pos:R:3 method="wB97M-V/def2-TZVPD" charge=+1 lumo_ev=-6.0 multiplicity=1 homo_ev=-13.21
C 1.154 -0.737 0.770
N 0.639 -0.470 -0.383
C 1.437 -0.755 -1.571
C -0.553 0.123 -0.644
S -1.808 0.550 0.454
C -1.541 1.503 1.772
O -2.998 0.805 -0.290
H 2.148 -1.145 0.836
H 0.616 -0.572 1.686
H 2.012 -1.666 -1.427
H 2.130 0.068 -1.753
H 0.809 -0.872 -2.450
H -0.982 -0.037 -1.620
H -0.646 1.334 2.341
H -2.418 1.870 2.278

=====

Ordered molar mass results: 134.2, 134.2, 118.1, 118.1, 118.1, 118.1, 134.1, 117.1, 118.2, 118.2, 118.2, 118.2; unit g mol⁻¹.
Ordered strongest force on any atom results: 7.49, 1.32, 0.89, 0.78, 4.19, 2.04, 1.38, 4.36, 1.46, 3.29, 1.48, 2.43; unit eV/A.
Ordered energy above the lowest of the compared OMol25 structures with the same formula, charge and spin results: 520.4, 14.8, 100.4, 11.4, 321.6, 165.2, 49.4, 130.0, 158.8, 149.5, 128.0, 448.6; unit kJ/mol.